# 1
The following is a quantum chemistry calculation of a molecular structure, C32H41N2OSn, from the OMol25 dataset.

## Properties
**LUMO level (alpha / beta)**: -3.33 / -3.36 eV
**Gap between HOMO and LUMO (alpha / beta)**: 5.79 / 4.95 eV
**HOMO energy (alpha / beta)**: -9.1 / -8.3 eV
**Net charge**: +1

```
77
C32H41N2OSn | the OMol25 dataset | the ωB97M-V functional and the def2-TZVPD basis
C -1.499 1.541 -2.762
C -2.453 2.014 -1.820
C -3.606 1.197 -1.926
C -3.343 0.189 -2.898
C -2.052 0.418 -3.437
Sn -0.162 -1.133 -0.740
C -0.234 -3.314 2.087
C 1.063 -2.915 1.430
H 1.857 -2.897 2.176
C 1.372 -2.684 0.078
H 1.202 -3.407 -0.751
H 2.348 -2.190 -0.058
C 0.064 -4.165 3.357
H 0.642 -3.549 4.044
H -0.858 -4.487 3.861
H 0.654 -5.058 3.064
C -1.004 -4.185 1.046
H -1.146 -3.590 0.120
H -0.401 -5.084 0.825
H -1.996 -4.475 1.423
C -2.271 3.169 -0.911
H -1.321 3.106 -0.368
H -2.266 4.112 -1.472
H -3.077 3.227 -0.170
C -4.824 1.300 -1.084
H -4.611 0.937 -0.060
H -5.185 2.338 -0.985
H -5.636 0.690 -1.500
C -4.215 -0.953 -3.237
H -4.826 -1.252 -2.376
H -4.897 -0.727 -4.072
H -3.589 -1.804 -3.538
C -1.421 -0.340 -4.547
H -1.677 -1.407 -4.551
H -1.739 0.052 -5.524
H -0.329 -0.261 -4.530
C -0.229 2.209 -3.099
H 0.513 1.537 -3.551
H -0.434 3.009 -3.830
H 0.230 2.680 -2.220
C -1.371 -1.432 1.155
C -1.119 -2.196 2.386
C -2.737 -1.119 0.991
C -1.947 -2.244 3.546
H -0.849 -0.844 1.895
C -3.602 -1.395 2.029
H -3.003 -0.671 0.029
C -3.256 -1.835 3.321
H -1.620 -2.725 4.491
H -4.641 -1.201 1.850
H -3.983 -1.792 4.148
C 4.640 2.951 1.457
N 3.238 2.599 1.458
N 2.734 1.606 0.714
C 1.372 1.580 0.850
O 0.627 0.786 0.196
C 1.044 2.640 1.751
C 2.236 3.248 2.095
C 2.459 4.421 2.970
C 3.555 0.747 -0.114
C 4.494 -0.065 0.522
C 5.237 -0.940 -0.269
C 5.034 -0.960 -1.651
C 4.111 -0.117 -2.262
C 3.363 0.758 -1.492
H 4.984 3.323 0.481
H 5.274 2.111 1.757
H 4.763 3.749 2.187
H 0.042 2.897 2.091
H 3.166 4.196 3.789
H 2.811 5.312 2.414
H 1.476 4.658 3.411
H 4.631 0.012 1.603
H 5.964 -1.591 0.215
H 5.612 -1.659 -2.254
H 3.963 -0.131 -3.338
H 2.653 1.474 -1.913
```

=====

# 2
The following is a quantum chemistry calculation of a molecular structure, C32H42AlCl5Ge2OSi2, from the OMol25 dataset.

## Properties
**LUMO level**: -1.70 eV
**Gap between HOMO and LUMO**: 6.09 eV
**HOMO energy**: -7.8 eV
**Net charge**: 0

```
85
C32H42AlCl5Ge2OSi2 | the OMol25 dataset | the ωB97M-V functional and the def2-TZVPD basis
Al 0.074 -0.330 -0.328
C -1.319 -3.424 -2.202
Si -1.660 -1.720 -1.371
C -3.236 -1.991 -0.300
C -2.210 -0.550 -2.792
C -3.229 -1.027 -3.610
C -3.613 -0.355 -4.754
C -2.954 0.808 -5.106
C -1.971 1.312 -4.275
C -1.597 0.662 -3.103
Si -0.271 1.506 -1.973
C -0.533 3.424 -2.045
C 1.401 1.322 -2.934
H -2.191 -3.817 -2.718
H -1.020 -4.158 -1.462
H -0.519 -3.352 -2.931
H -4.068 -2.370 -0.887
H -3.562 -1.070 0.170
H -3.049 -2.696 0.501
H -3.733 -1.947 -3.350
H -4.406 -0.749 -5.374
H -3.208 1.321 -6.023
H -1.478 2.229 -4.559
H -0.672 3.778 -3.062
H 0.335 3.937 -1.644
H -1.396 3.745 -1.474
H 1.389 1.870 -3.870
H 1.584 0.277 -3.165
H 2.245 1.682 -2.351
Cl 7.291 0.293 -0.212
C 5.625 -0.077 -0.380
C 4.664 0.722 0.246
Cl 5.136 2.078 1.184
C 3.323 0.409 0.098
Cl 2.067 1.343 0.782
C 2.900 -0.701 -0.647
O 1.617 -0.953 -0.729
C 3.874 -1.479 -1.278
Cl 3.361 -2.802 -2.237
C 5.226 -1.168 -1.150
Cl 6.394 -2.127 -1.955
C 2.052 -2.073 4.209
C 1.897 -1.278 2.923
Ge 0.047 -1.329 2.051
C -0.231 -3.319 1.731
C -0.644 -4.164 2.927
C -1.314 -0.734 3.355
C -1.996 0.393 3.165
Ge -1.526 1.412 1.401
C -0.672 3.225 1.877
C -1.605 4.375 2.229
C -3.072 1.824 0.089
C -4.483 2.082 0.586
C -2.969 0.944 4.103
C -3.231 0.377 5.354
C -4.170 0.934 6.199
C -4.868 2.072 5.832
C -4.602 2.661 4.609
C -3.666 2.100 3.764
H 3.074 -1.990 4.580
H 1.846 -3.127 4.045
H 1.377 -1.701 4.977
H 2.582 -1.676 2.169
H 2.184 -0.243 3.107
H 0.703 -3.700 1.317
H -0.988 -3.418 0.955
H 0.157 -4.233 3.659
H -0.892 -5.178 2.608
H -1.519 -3.738 3.414
H -1.478 -1.350 4.230
H -0.065 3.505 1.015
H 0.007 3.041 2.710
H -2.358 4.516 1.456
H -1.035 5.299 2.320
H -2.100 4.199 3.180
H -3.074 1.002 -0.627
H -2.724 2.700 -0.453
H -4.826 1.286 1.246
H -5.169 2.142 -0.260
H -4.547 3.031 1.117
H -2.702 -0.506 5.679
H -4.362 0.477 7.159
H -5.610 2.499 6.489
H -5.123 3.559 4.311
H -3.461 2.556 2.809
```

=====

# 3
The following is a quantum chemistry calculation of a molecular structure, C32H42BN5O5PbS, from the OMol25 dataset.

## Properties
**LUMO level**: -5.43 eV
**Gap between HOMO and LUMO**: 7.94 eV
**HOMO energy**: -13.4 eV
**Net charge**: +2

```
87
C32H42BN5O5PbS | the OMol25 dataset | the ωB97M-V functional and the def2-TZVPD basis
Pb 17.338 10.231 9.056
O 19.542 6.459 9.457
C 19.193 7.609 9.222
N 17.881 8.069 9.096
C 16.851 7.101 8.881
O 17.017 6.014 8.396
C 15.453 7.584 9.203
C 14.389 6.703 9.105
C 13.107 7.194 9.215
C 12.897 8.562 9.337
C 14.034 9.349 9.505
N 15.289 8.875 9.471
C 20.207 8.715 9.228
C 21.585 8.441 9.274
C 22.516 9.453 9.365
C 22.026 10.759 9.328
C 20.661 10.961 9.236
N 19.776 9.966 9.227
H 14.652 5.660 8.925
H 12.266 6.555 9.013
H 11.895 8.924 9.329
H 13.938 10.440 9.560
H 21.852 7.402 9.312
H 23.615 9.273 9.500
H 22.697 11.590 9.285
H 20.217 11.936 9.164
C 17.787 9.258 12.288
C 17.372 9.550 13.753
N 17.322 11.012 14.026
C 18.502 11.600 13.444
C 18.483 11.582 11.898
N 17.522 10.490 11.492
C 16.156 11.018 11.838
C 16.135 11.522 13.329
H 17.269 8.431 11.860
H 18.873 9.041 12.263
H 18.041 9.075 14.446
H 16.382 9.148 14.028
H 19.387 11.051 13.855
H 18.637 12.603 13.849
H 19.450 11.391 11.476
H 18.094 12.538 11.485
H 15.383 10.259 11.603
H 15.963 11.904 11.206
H 15.233 11.140 13.818
H 16.113 12.619 13.319
C 8.188 15.604 9.382
C 9.370 15.558 8.437
C 9.359 16.870 7.602
C 9.103 14.379 7.520
C 10.790 15.439 9.038
C 11.033 15.602 10.403
C 12.276 15.489 11.005
C 13.318 15.256 10.135
O 14.667 14.924 10.407
B 15.196 14.691 9.209
O 14.348 14.761 8.161
C 13.089 15.111 8.772
C 11.868 15.155 8.174
H 7.250 15.493 8.832
H 8.112 16.569 9.936
H 8.235 14.772 10.088
H 8.429 16.963 7.110
H 10.157 16.831 6.818
H 9.531 17.682 8.284
H 8.181 14.431 6.991
H 9.072 13.475 8.131
H 9.881 14.208 6.771
H 10.174 15.847 11.009
H 12.371 15.634 12.073
H 11.811 14.986 7.105
C 18.958 16.073 10.356
C 18.064 16.449 9.180
S 17.717 14.973 8.234
O 16.572 14.300 9.141
C 16.902 15.503 6.701
C 17.957 15.420 5.601
H 19.188 16.963 10.939
H 19.873 15.666 9.967
H 18.446 15.424 11.052
H 18.623 17.079 8.436
H 17.111 16.917 9.431
H 16.489 16.507 6.815
H 16.088 14.804 6.574
H 18.902 15.921 5.889
H 17.578 15.878 4.678
H 18.150 14.400 5.302
```

=====

# 4
The following is a quantum chemistry calculation of 11 unconnected molecules or ions with the total composition C32H42Br2F4N6O12, from the OMol25 dataset.

## Properties
**LUMO level**: -0.11 eV
**Gap between HOMO and LUMO**: 9.20 eV
**HOMO energy**: -9.3 eV
**Net charge**: 0

```
98
C32H42Br2F4N6O12 | the OMol25 dataset | the ωB97M-V functional and the def2-TZVPD basis
C 9.971 23.760 -17.254
N 10.590 23.279 -18.527
O 11.500 22.489 -18.450
O 10.136 23.732 -19.558
H 10.255 23.087 -16.456
H 8.895 23.681 -17.403
H 10.223 24.801 -17.093
C 7.087 22.644 -21.042
N 7.215 21.228 -20.572
O 6.222 20.658 -20.182
O 8.340 20.770 -20.548
H 7.446 22.654 -22.068
H 7.762 23.233 -20.430
H 6.049 22.934 -20.959
C 3.220 19.440 -20.375
N 3.753 18.065 -20.551
O 3.486 17.491 -21.586
O 4.342 17.581 -19.608
H 2.308 19.294 -19.795
H 3.017 19.872 -21.342
H 3.899 20.010 -19.759
C 2.571 23.631 -18.176
N 3.657 23.669 -19.211
O 3.699 22.762 -20.017
O 4.446 24.588 -19.163
H 2.153 22.635 -18.201
H 1.840 24.365 -18.499
H 3.072 23.870 -17.245
C 4.350 14.494 -17.431
N 5.492 15.256 -16.875
O 6.564 14.697 -16.735
O 5.306 16.427 -16.648
H 4.708 13.476 -17.563
H 4.041 14.908 -18.383
H 3.579 14.463 -16.670
C 7.938 17.892 -18.315
N 8.433 17.400 -19.621
O 7.595 17.157 -20.466
O 9.624 17.224 -19.752
H 7.473 17.098 -17.740
H 7.306 18.757 -18.473
H 8.787 18.243 -17.726
Br 7.234 21.379 -17.160
C 5.398 21.225 -16.696
C 4.826 19.868 -17.040
Br 2.938 19.985 -16.613
H 4.858 22.001 -17.232
H 5.276 21.415 -15.633
H 5.266 19.076 -16.437
H 4.942 19.569 -18.076
F 4.678 24.309 -14.742
C 5.551 23.588 -13.999
C 6.903 23.838 -14.149
C 7.797 23.149 -13.349
C 7.320 22.261 -12.397
C 5.962 22.001 -12.308
C 5.062 22.671 -13.101
H 7.185 24.595 -14.870
H 8.856 23.239 -13.561
H 8.011 21.724 -11.761
H 5.638 21.227 -11.623
H 3.993 22.513 -13.026
F 7.483 19.890 -14.419
C 8.363 18.940 -14.837
C 9.676 19.334 -14.997
C 10.591 18.395 -15.444
C 10.170 17.094 -15.700
C 8.840 16.729 -15.501
C 7.919 17.654 -15.036
H 9.938 20.349 -14.730
H 11.638 18.646 -15.558
H 10.887 16.328 -15.965
H 8.583 15.697 -15.686
H 6.891 17.396 -14.822
F -1.731 22.362 -15.367
C -1.491 21.273 -14.615
C -2.420 20.872 -13.678
C -2.164 19.711 -12.958
C -0.965 19.029 -13.103
C -0.019 19.470 -14.016
C -0.315 20.572 -14.819
H -3.316 21.449 -13.489
H -2.857 19.395 -12.189
H -0.769 18.157 -12.490
H 0.926 18.967 -14.177
H 0.330 20.885 -15.632
F 3.600 15.355 -14.506
C 3.447 16.296 -13.548
C 3.107 15.905 -12.280
C 2.910 16.871 -11.301
C 3.133 18.203 -11.602
C 3.565 18.567 -12.860
C 3.712 17.607 -13.848
H 2.872 14.868 -12.067
H 2.488 16.608 -10.342
H 2.997 18.974 -10.852
H 3.822 19.587 -13.118
H 4.066 17.836 -14.846
```

=====

# 5
The following is a quantum chemistry calculation of a molecular structure, C32H42CdFN6O6PSi, from the OMol25 dataset.

## Properties
**LUMO level**: -0.99 eV
**Gap between HOMO and LUMO**: 6.79 eV
**HOMO energy**: -7.8 eV
**Net charge**: 0

```
90
C32H42CdFN6O6PSi | the OMol25 dataset | the ωB97M-V functional and the def2-TZVPD basis
Cd 0.285 0.271 -0.070
C 4.132 -0.817 -1.261
C 4.585 -0.254 0.088
C 4.622 -1.358 1.139
C 3.762 0.958 0.501
C 3.716 2.081 -0.328
C 3.051 3.233 0.054
C 2.387 3.314 1.277
C 1.687 4.580 1.690
C 2.419 2.196 2.099
C 3.096 1.039 1.722
H 4.750 -1.671 -1.544
H 4.209 -0.079 -2.061
H 3.093 -1.152 -1.226
H 5.612 0.107 -0.040
H 3.619 -1.736 1.343
H 5.051 -1.010 2.080
H 5.235 -2.188 0.782
H 4.238 2.066 -1.279
H 3.051 4.095 -0.603
H 2.409 5.352 1.968
H 1.035 4.410 2.546
H 1.074 4.975 0.877
H 1.913 2.224 3.057
H 3.108 0.200 2.404
C 1.290 1.071 -3.100
Si 0.010 2.338 -2.605
C 0.643 4.028 -3.109
C -1.571 1.959 -3.548
N -0.214 2.161 -0.891
C -1.013 2.971 -0.126
C -1.729 4.081 -0.621
C -2.534 4.871 0.183
C -2.683 4.606 1.537
C -1.991 3.529 2.074
C -1.197 2.765 1.252
F -0.525 1.717 1.844
H 1.491 1.143 -4.173
H 0.981 0.040 -2.902
H 2.236 1.245 -2.581
H 0.773 4.055 -4.194
H 1.618 4.217 -2.656
H -0.017 4.853 -2.836
H -1.441 2.126 -4.621
H -2.424 2.556 -3.221
H -1.836 0.906 -3.413
H -1.645 4.330 -1.671
H -3.055 5.709 -0.263
H -3.310 5.223 2.165
H -2.044 3.276 3.126
O 0.592 -1.858 -1.116
C 0.995 -2.281 -0.008
O 1.117 -1.529 1.003
C 1.357 -3.727 0.141
C 1.227 -4.585 -0.942
C 1.581 -5.910 -0.780
C 2.064 -6.419 0.409
C 2.179 -5.531 1.460
C 1.836 -4.198 1.356
N 2.695 -6.035 2.751
O 2.956 -7.215 2.823
O 2.790 -5.240 3.659
N 1.442 -6.831 -1.929
O 1.783 -7.982 -1.764
O 1.028 -6.366 -2.968
H 0.861 -4.219 -1.890
H 2.336 -7.458 0.510
H 1.939 -3.533 2.200
C -5.265 -1.162 -0.563
N -4.978 0.233 -0.234
C -5.276 0.452 1.180
N -4.577 -0.463 2.082
C -4.879 -1.836 1.680
N -4.566 -2.131 0.282
C -3.122 -2.104 0.041
P -2.377 -0.451 0.408
C -3.590 0.579 -0.542
C -3.136 -0.210 2.080
H -5.005 -1.345 -1.606
H -6.338 -1.323 -0.439
H -6.350 0.310 1.323
H -5.021 1.480 1.444
H -5.947 -2.004 1.827
H -4.328 -2.526 2.323
H -2.920 -2.363 -1.001
H -2.635 -2.864 0.657
H -3.411 0.453 -1.613
H -3.414 1.634 -0.311
H -2.949 0.814 2.405
H -2.646 -0.871 2.798
```

=====

Let's list largest force on an atom in order: 0.06565, 0.03305, 0.03892, 0.02594, 0.00514 hartree/bohr.
Let's list relative energy (zero: lowest compared OMol25 entry of this formula, charge and spin) in order: 3.092, 1.442, 0.000, 0.000, 0.000 eV.
Let's list electronic energy in order: -44696.054, -233910.065, -68302.425, -218314.465, -79537.538 eV.